A molecular structure, C93H204As4F24N10O5 at a distorted geometry. Source: OMol25; level of theory: ωB97M-V with the def2-TZVPD basis set.

Cartesian coordinates (Å):
As -0.119 -6.355 -5.483
As -0.372 -6.745 3.258
As -1.686 1.189 -3.888
As 2.047 3.414 2.990
F -1.082 2.766 -4.141
F -3.102 1.548 -4.706
F -1.317 -7.559 -5.325
F -0.961 0.768 -5.397
F -2.271 -0.434 -3.703
F -0.236 0.688 -3.083
F -2.410 1.692 -2.392
F -0.494 -4.933 3.343
F -1.207 -5.157 -4.610
F -0.716 -5.744 -6.968
F 2.042 5.129 3.100
F 3.719 3.434 2.757
F 0.538 -6.752 -3.866
F 1.979 1.720 2.802
F 1.847 3.665 1.271
F 2.114 3.311 4.654
F -1.244 -6.736 1.773
F -0.237 -8.329 3.193
F 1.092 -5.059 -5.487
F 0.302 3.406 3.099
F 0.588 -6.645 4.733
F 1.100 -6.337 2.300
F 0.968 -7.443 -6.149
F -1.842 -6.743 4.087
O -4.601 -0.939 1.795
O 3.813 -2.208 -0.152
O -3.782 0.586 3.127
O -5.915 0.040 3.258
O 4.196 -1.450 1.869
N -6.643 -0.708 -1.967
N -3.217 -1.950 6.355
N 3.455 -5.384 -2.596
N -0.029 7.824 1.225
N -2.336 -2.936 -7.287
N 2.209 3.705 -6.188
N -0.110 -1.767 0.929
N 6.837 0.144 -0.024
N -5.240 3.446 4.914
N 4.070 -1.005 5.997
C -2.834 3.805 3.216
C -7.697 -1.763 -1.676
C -4.925 -2.422 -1.024
C 7.152 1.601 0.053
C -0.161 5.825 -0.338
C -5.735 1.526 -1.083
C 2.018 3.502 -3.655
C 3.353 -3.439 5.483
C -5.336 4.957 6.988
C 5.192 -1.115 5.001
C -0.171 6.313 1.116
C 3.693 6.552 -8.495
C -3.190 -3.078 5.403
C -0.807 1.146 0.472
C -5.984 6.355 7.411
C 2.127 -4.383 5.518
C 6.091 2.465 0.619
C 3.706 -3.787 1.638
C 2.330 2.025 -3.704
C -3.117 -1.723 -7.522
C -5.298 -1.494 -2.167
C -1.333 8.484 0.905
C 4.361 0.856 -0.236
C 2.574 2.240 -6.180
C 0.588 0.602 0.133
C -1.451 -1.129 1.319
C -4.687 -0.125 2.669
C -2.754 -2.380 7.756
C 0.242 -2.718 2.082
C 1.155 8.304 0.458
C 2.909 -1.959 5.684
C -2.808 3.741 4.764
C -2.802 10.567 0.708
C 3.680 -6.089 -3.954
C 8.420 -0.157 -2.068
C -2.031 -3.999 5.568
C -1.115 -2.656 -6.469
C 2.988 4.386 -7.274
C -0.113 -2.529 -0.338
C 5.510 -0.094 -0.666
C -6.827 0.034 -3.284
C -6.312 2.440 5.387
C -4.628 -1.497 6.470
C 3.046 -6.506 -1.622
C 9.306 -1.152 -2.800
C 4.493 -1.334 7.373
C -2.347 -1.471 -9.933
C 2.359 -4.298 -2.540
C 4.145 -7.525 -1.596
C -4.143 4.241 2.744
C -2.453 -0.674 5.783
C -2.633 -0.748 -8.597
C -6.496 0.236 -0.858
C 5.692 1.265 5.192
C -6.039 -3.387 -0.684
C 0.931 -0.648 0.917
C 3.890 -2.365 1.065
C -1.820 0.025 0.469
C 1.204 -2.352 -3.676
C 0.990 6.354 -1.143
C -1.930 -3.594 -8.615
C -1.417 -2.637 -9.688
C -3.174 -3.868 -6.455
C 6.786 -0.456 1.298
C -5.257 2.219 0.147
C 2.787 5.879 -7.477
C 2.473 -3.188 -3.512
C 4.492 -8.235 -2.928
C -0.500 0.592 4.847
C -5.323 3.505 3.427
C -1.445 -4.231 -1.750
C -5.528 4.805 5.489
C -1.859 -4.565 6.963
C -7.364 -2.705 -0.512
C 3.538 0.363 6.006
C -4.211 -4.679 -4.357
C 1.094 7.918 -1.009
C 4.679 -4.624 -2.209
C -0.996 -0.701 5.583
C 7.977 -0.599 -0.675
C -3.921 2.892 5.314
C 4.615 1.426 6.258
C 0.337 8.168 2.685
C 2.556 4.281 -4.842
C 0.775 3.854 -6.455
C -1.359 10.025 0.715
C 6.273 -0.119 5.260
C 4.729 -7.159 -4.047
C -1.259 -3.548 -0.422
C -3.607 -3.405 -5.038
C 4.764 2.305 -0.130
C 1.963 1.449 -5.073
C -1.600 -3.351 7.783
H -3.345 10.197 -0.133
H -5.994 2.329 0.957
H -6.581 4.923 5.259
H -3.346 0.068 -8.842
H -0.707 -3.580 -6.077
H 10.303 -1.284 -2.372
H -3.248 -1.892 -10.334
H -3.664 -2.806 8.232
H 2.028 7.801 0.911
H 2.061 -6.821 -1.960
H -5.509 -2.063 -3.083
H 7.467 1.926 -0.937
H 2.032 8.339 -1.405
H 2.739 3.921 -8.192
H 2.695 -4.019 1.920
H 2.372 -1.563 4.809
H -3.937 2.946 6.408
H 0.931 3.635 -3.740
H -8.231 -3.362 -0.568
H 5.505 -5.319 -2.170
H 5.221 -0.594 7.713
H -1.014 10.218 -0.286
H 6.517 3.485 0.528
H -0.064 -2.237 3.036
H 3.231 -2.436 -3.148
H -0.423 -2.388 -9.369
H 9.105 0.724 -2.010
H -1.180 -4.252 0.402
H -4.956 3.222 -0.178
H -4.406 -2.656 -5.213
H -2.624 11.640 0.658
H -3.221 -2.663 4.386
H -0.793 -1.527 4.917
H 0.650 5.910 1.711
H -2.777 0.062 6.515
H -8.577 -1.160 -1.515
H 1.963 5.971 -0.787
H 2.215 1.879 -7.162
H 1.199 9.368 0.574
H -5.220 2.467 3.125
H 5.431 -8.803 -2.849
H 4.833 -3.948 -3.045
H 1.290 -2.950 2.051
H -1.336 -3.248 -10.597
H 1.724 -4.496 6.540
H -4.809 1.349 -1.659
H 4.753 6.402 -8.316
H 0.332 -3.013 -3.742
H -4.213 3.965 1.682
H -1.098 6.117 -0.850
H -1.082 -5.346 7.067
H 3.089 0.555 5.038
H 2.246 -1.732 6.551
H -2.188 -1.939 1.333
H -5.868 4.156 7.517
H -5.256 -2.265 6.938
H 6.005 2.345 1.717
H 5.715 -0.013 -1.723
H 2.230 5.311 -4.883
H -2.735 -4.163 -9.030
H 1.078 7.445 3.038
H 5.089 -7.120 -1.241
H 2.850 6.428 -6.532
H 7.082 -0.358 4.565
H 8.857 -0.464 -0.083
H 3.504 6.252 -9.534
H 1.327 -4.053 4.879
H 2.774 -3.520 -4.509
H -1.050 0.705 3.899
H 3.829 -3.421 4.528
H -2.005 4.441 2.889
H -4.086 -2.950 -1.491
H 4.974 1.278 7.288
H 1.814 1.462 -2.936
H 6.698 -0.301 6.253
H -0.515 -0.797 6.507
H 5.232 1.471 4.234
H -4.929 -1.256 5.452
H 2.425 4.005 -2.776
H -7.594 0.859 -3.269
H -3.891 1.884 4.901
H 2.462 0.478 -5.134
H 3.896 2.754 0.348
H -7.269 2.820 5.027
H -2.801 -5.085 7.172
H -2.224 -4.787 4.856
H 8.109 1.677 0.595
H 4.642 -1.045 4.040
H 7.676 -1.646 -0.799
H 5.711 -6.749 -3.920
H -1.252 -0.632 2.250
H -2.841 -2.905 -4.390
H 3.588 0.716 -0.984
H 3.862 -8.323 -0.878
H 2.319 -3.913 -1.504
H 2.850 -6.036 -0.626
H -1.096 1.855 -0.330
H -7.541 0.407 -0.601
H -0.787 10.433 1.549
H -5.153 7.078 7.588
H 9.493 -0.827 -3.831
H 0.888 1.362 -5.138
H 1.006 -1.595 -2.906
H 2.779 0.420 6.775
H -3.434 -5.459 -4.256
H 5.937 -0.034 1.797
H 4.349 -3.843 2.513
H -2.328 -4.863 -1.715
H -4.105 -3.650 5.595
H -1.636 -3.540 -2.545
H -4.039 -4.037 -7.117
H -1.781 -0.201 -8.228
H 2.414 -5.351 5.116
H -6.367 2.196 -1.659
H -0.583 -4.849 -2.048
H -4.659 -0.639 7.121
H -3.044 -1.128 -6.624
H 3.583 -1.278 7.995
H 1.765 6.132 -7.700
H 2.695 -6.436 -4.297
H 0.734 3.814 -7.545
H 4.614 -7.557 -5.046
H -2.187 -3.048 -0.194
H -0.420 -2.118 -7.119
H 3.954 -3.654 6.389
H -0.503 7.946 3.342
H 0.608 0.367 -0.943
H -6.180 1.483 4.857
H -0.559 1.421 5.554
H 0.564 0.475 4.608
H -4.290 5.006 7.274
H 3.678 2.247 -6.109
H -1.674 8.055 -0.027
H -1.895 -0.755 -10.632
H -0.076 -1.784 -1.145
H -4.633 -4.440 -3.386
H 3.650 4.375 -4.791
H -1.885 3.252 5.027
H -4.607 -0.738 -2.504
H -0.646 -2.886 7.482
H 7.701 -0.170 1.813
H -2.524 -1.440 8.278
H -0.178 4.727 -0.316
H 1.382 1.302 0.449
H 0.383 4.840 -6.174
H -6.709 6.645 6.658
H 3.709 -8.923 -3.258
H -6.418 6.167 8.410
H -1.106 -3.547 5.229
H 0.824 6.133 -2.175
H -2.661 -4.810 -6.401
H -7.139 -0.791 -3.944
H 3.399 7.598 -8.507
H -2.596 2.806 2.831
H 4.205 2.454 6.170
H -4.128 -2.098 -7.686
H -6.503 -0.644 2.933
H 6.464 2.030 5.288
H 1.427 -4.845 -2.789
H -6.078 -4.311 -1.264
H 1.786 -1.198 0.518
H -1.347 -3.599 8.831
H -4.601 -1.827 -0.158
H 6.628 -1.523 1.122
H 4.115 -4.501 0.920
H 7.571 0.009 -2.714
H -4.280 5.328 2.784
H -3.169 10.341 1.696
H 4.039 4.086 -7.127
H -6.329 3.876 3.157
H 5.003 -2.289 7.380
H -7.780 -2.256 -2.643
H -6.162 2.307 6.435
H -0.841 1.686 1.446
H 4.550 -4.011 -1.297
H -2.799 0.286 0.818
H -1.216 -4.355 -8.327
H 0.301 8.463 -1.523
H -0.341 -3.615 1.899
H -6.102 -0.271 0.003
H -5.748 -3.771 0.285
H -1.123 6.095 1.623
H 3.930 -5.341 -4.706
H 4.784 2.691 -1.134
H 5.569 -2.122 4.999
H -2.774 4.742 5.225
H 0.193 3.012 -6.023
H -5.030 -5.031 -4.994
H 3.986 0.521 0.739
H -5.877 0.554 -3.545
H -3.009 -0.550 4.853
H 3.391 1.841 -3.420
H 1.251 -0.430 1.936
H -7.392 -2.047 0.377
H 0.645 9.203 2.834
H 8.811 -2.116 -2.914
H -1.938 -0.349 -0.546
H -1.964 8.152 1.733
H -4.376 1.752 0.591
H 1.317 -1.847 -4.652
H 0.861 -3.029 -0.311
H -1.470 -2.050 -5.630
H -4.917 5.517 4.948
H 5.194 -1.104 -0.394

* total charge: +4
* orbital gap: 9.1 eV
* E_HOMO: -0.5501 Eh
* molecular weight: 2298.4 g mol⁻¹
* multiplicity: 1
* LUMO level: -5.870 eV